No. 1
113
Properties=species:S:1:pos:R:3:lowdin_spin:R:1 method="wB97M-V/def2-TZVPD" lumo_ev="-3.01 / -4.68" orbital_gap_ev="7.0 / 6.2" energy_ha=-3780.03933 total_charge=+1 multiplicity=5
Rh 0.168 0.209 -0.033 2.501
C 5.285 1.977 -2.292 0.003
C 4.924 0.499 -2.306 0.010
N 4.518 -0.001 -1.002 0.012
C 3.311 0.167 -0.441 0.035
S 2.028 0.850 -1.409 0.317
N 3.196 -0.142 0.835 0.019
N 1.921 -0.116 1.301 0.093
C 1.742 -0.039 2.582 0.043
C 2.859 0.073 3.570 0.008
C 0.344 -0.051 3.050 0.008
C 0.035 -0.243 4.394 0.007
C -1.292 -0.269 4.784 -0.001
C -2.275 -0.103 3.822 0.008
C -1.887 0.082 2.505 0.009
N -0.615 0.116 2.121 0.090
H 5.657 2.279 -3.269 0.000
H 6.064 2.178 -1.557 0.000
H 4.413 2.588 -2.056 0.002
H 5.782 -0.098 -2.616 0.000
H 4.122 0.302 -3.018 0.006
H 5.230 -0.351 -0.379 0.001
H 3.783 0.327 3.061 0.001
H 3.011 -0.875 4.089 0.002
H 2.626 0.829 4.321 0.002
H 0.825 -0.383 5.114 0.001
H -1.555 -0.420 5.822 0.000
H -3.324 -0.116 4.077 0.001
H -2.621 0.202 1.723 0.001
C -3.083 2.129 0.023 0.008
O -2.185 1.136 -0.436 0.052
Si -2.625 -0.229 -1.317 0.061
C -3.815 -1.280 -0.328 0.004
C -3.599 0.389 -2.787 0.005
C -0.927 -0.990 -1.559 0.388
Si -0.336 -0.798 -3.370 0.044
C 1.326 -1.532 -3.863 0.003
C -1.536 -1.718 -4.490 0.019
C -0.305 1.048 -3.786 0.004
Si -0.609 -2.720 -0.836 0.065
C -0.702 -2.884 1.042 0.010
C 1.109 -3.347 -1.256 0.000
C -1.891 -3.927 -1.518 0.034
H -3.381 2.790 -0.794 0.001
H -2.580 2.718 0.790 0.000
H -3.985 1.687 0.455 0.001
H -4.666 -0.683 0.006 0.001
H -3.370 -1.754 0.545 0.000
H -4.216 -2.071 -0.962 0.000
H -4.348 1.090 -2.410 0.001
H -4.146 -0.411 -3.283 0.000
H -3.005 0.911 -3.529 0.000
H 1.216 -2.564 -4.192 0.000
H 2.093 -1.499 -3.098 0.002
H 1.684 -0.956 -4.719 0.000
H -1.464 -2.794 -4.333 0.000
H -1.253 -1.525 -5.526 0.003
H -2.577 -1.425 -4.374 0.000
H -0.620 1.671 -2.948 0.000
H -0.951 1.276 -4.634 0.000
H 0.705 1.355 -4.057 0.001
H 0.148 -2.431 1.553 0.001
H -0.668 -3.957 1.248 0.001
H -1.617 -2.497 1.486 0.000
H 1.888 -2.605 -1.075 0.000
H 1.189 -3.675 -2.290 0.000
H 1.319 -4.208 -0.619 0.000
H -2.662 -4.127 -0.776 0.001
H -1.397 -4.873 -1.745 0.004
H -2.381 -3.583 -2.427 0.000
C 3.878 6.251 4.173 0.000
C 3.889 5.481 2.847 0.000
C 3.796 3.980 3.141 0.000
C 5.248 5.727 2.175 0.000
C 2.734 5.981 1.924 0.000
O 3.064 7.287 1.432 0.000
C 1.348 6.131 2.593 0.000
C 0.758 5.028 3.488 0.000
C -0.712 5.259 3.735 0.000
C -1.147 6.257 4.602 0.000
C -2.498 6.490 4.804 0.000
C -3.427 5.715 4.130 0.000
Cl -5.121 5.995 4.378 0.000
C -3.021 4.714 3.266 0.000
C -1.665 4.494 3.074 0.000
C 2.663 5.189 0.590 0.001
N 1.557 4.261 0.426 0.003
C 1.383 3.036 0.905 0.012
N 0.240 2.531 0.461 0.080
C -0.229 3.510 -0.357 0.007
N 0.530 4.574 -0.396 0.005
H 4.738 5.955 4.774 0.000
H 2.984 6.061 4.762 0.000
H 3.961 7.329 4.022 0.000
H 4.615 3.697 3.804 0.000
H 3.913 3.386 2.232 0.000
H 2.868 3.697 3.635 0.000
H 6.042 5.399 2.847 0.000
H 5.406 6.777 1.946 0.000
H 5.359 5.165 1.247 0.000
H 3.149 7.891 2.179 0.000
H 0.641 6.349 1.789 0.000
H 1.391 7.045 3.193 0.000
H 1.284 4.995 4.444 0.000
H 0.868 4.042 3.038 0.000
H -0.423 6.859 5.136 0.000
H -2.831 7.264 5.480 0.000
H -3.761 4.116 2.753 0.000
H -1.344 3.707 2.403 0.000
H 3.587 4.654 0.381 0.000
H 2.515 5.929 -0.195 0.000
H 2.073 2.553 1.572 0.000
H -1.145 3.434 -0.916 0.000

***

No. 2
152
Properties=species:S:1:pos:R:3:lowdin_charge:R:1 method="wB97M-V/def2-TZVPD" lumo_ev=-2.71 orbital_gap_ev=6.1 energy_ha=-5751.46135 total_charge=0
N -0.523 1.781 3.314 0.133
C -0.643 0.508 2.999 -0.100
O -0.734 -0.934 2.595 -0.075
C -0.703 -0.963 1.105 -0.092
C -2.072 -1.142 0.179 0.100
C -2.100 -1.171 -1.463 -0.099
C -3.460 -1.309 -2.397 -0.157
C -4.050 0.173 -2.862 -0.190
C -3.891 0.472 -4.471 -0.214
C -2.415 1.026 -4.925 -0.211
S -1.649 0.132 -6.386 0.796
O -1.331 1.172 -7.527 -0.397
O -2.580 -0.934 -7.032 -0.370
O -0.169 -0.657 -6.033 -0.246
C -0.674 -1.023 -2.258 0.060
C 0.685 -0.837 -1.361 0.008
C 0.722 -0.798 0.309 0.047
C 2.201 -0.562 1.055 -0.153
O 2.521 -1.173 2.228 -0.053
C 3.273 0.433 0.242 -0.108
P 4.375 1.528 1.324 0.757
O 5.371 2.497 0.593 -0.335
O 5.149 0.461 2.511 -0.215
O 3.308 2.566 2.295 -0.219
C 3.224 0.348 -1.240 -0.029
C 4.216 1.288 -2.142 -0.142
C 3.483 2.734 -2.462 -0.105
C 3.016 3.844 -1.352 0.007
C 2.255 5.274 -1.758 -0.057
C 1.933 5.616 -3.338 -0.082
C 2.362 4.515 -4.482 -0.079
C 3.132 3.106 -4.054 -0.021
C 2.171 -0.628 -2.099 -0.141
O 2.489 -1.220 -3.257 -0.015
H -3.098 -1.236 0.738 0.102
H -3.118 -1.872 -3.392 0.127
H -4.265 -1.978 -1.872 0.120
H -3.565 1.003 -2.178 0.123
H -5.224 0.164 -2.648 0.127
H -4.662 1.349 -4.717 0.087
H -4.270 -0.462 -5.099 0.131
H -1.714 1.026 -3.967 0.112
H -2.505 2.169 -5.246 0.129
H 0.596 0.017 -6.027 0.120
H -0.600 -1.042 -3.427 0.094
H 4.467 0.440 3.267 0.070
H 2.454 2.738 1.800 0.061
H 4.302 0.746 -3.203 0.097
H 5.316 1.378 -1.754 0.124
H 3.182 3.666 -0.208 0.059
H 1.949 6.045 -0.927 0.076
H 1.366 6.617 -3.646 0.084
H 2.105 4.732 -5.626 0.087
H 3.388 2.367 -4.939 0.086
C 6.466 -2.366 -4.308 0.045
N 6.964 -0.964 -4.293 -0.408
O 8.004 -0.726 -4.918 0.071
O 6.296 -0.142 -3.654 0.023
H 7.148 -2.977 -4.904 0.098
H 6.439 -2.717 -3.274 0.104
H 5.469 -2.357 -4.751 0.100
C -6.576 4.741 -6.205 0.044
N -5.729 3.626 -5.703 -0.402
O -5.935 2.501 -6.174 0.060
O -4.880 3.910 -4.849 0.036
H -7.274 4.348 -6.946 0.105
H -7.114 5.156 -5.350 0.103
H -5.912 5.482 -6.654 0.076
C -1.895 -2.745 -9.786 0.030
N -2.369 -3.058 -11.162 -0.428
O -3.399 -3.736 -11.265 0.047
O -1.695 -2.615 -12.098 0.045
H -2.580 -3.196 -9.065 0.093
H -0.893 -3.165 -9.680 0.102
H -1.884 -1.658 -9.681 0.095
C 1.970 -4.178 2.585 0.042
N 1.202 -5.419 2.872 -0.401
O 1.754 -6.497 2.622 0.046
O 0.066 -5.277 3.341 0.044
H 2.946 -4.452 2.179 0.101
H 1.399 -3.598 1.858 0.089
H 2.082 -3.635 3.526 0.107
C -1.466 5.572 0.081 0.045
N -0.352 4.602 0.261 -0.411
O -0.574 3.423 -0.036 0.042
O 0.715 5.053 0.694 0.009
H -2.339 5.040 -0.304 0.095
H -1.682 6.010 1.058 0.104
H -1.132 6.330 -0.629 0.098
C 0.632 3.568 6.044 0.019
N 1.510 4.325 6.977 -0.425
O 2.291 5.144 6.480 0.054
O 1.390 4.074 8.182 0.042
H 0.843 3.888 5.022 0.085
H 0.854 2.507 6.170 0.097
H -0.403 3.791 6.312 0.079
C -2.450 -4.833 5.548 0.058
N -3.114 -3.575 5.113 -0.395
O -2.604 -2.963 4.168 0.058
O -4.129 -3.237 5.733 0.030
H -1.575 -5.007 4.918 0.066
H -2.155 -4.707 6.591 0.108
H -3.173 -5.644 5.435 0.110
C -5.828 -2.735 8.696 0.027
N -4.981 -3.850 9.198 -0.425
O -5.188 -4.974 8.727 0.048
O -4.132 -3.565 10.051 0.048
H -6.527 -3.128 7.954 0.096
H -6.367 -2.320 9.551 0.101
H -5.165 -1.993 8.247 0.093
C 4.015 -8.426 1.012 0.046
N 5.110 -7.827 0.201 -0.414
O 5.275 -6.604 0.289 0.039
O 5.773 -8.600 -0.499 0.054
H 3.519 -7.633 1.576 0.065
H 3.317 -8.903 0.321 0.107
H 4.467 -9.155 1.687 0.106
C 8.485 -6.654 0.568 0.025
N 9.755 -6.558 -0.201 -0.424
O 9.695 -6.067 -1.334 0.050
O 10.777 -6.977 0.355 0.046
H 7.673 -6.250 -0.039 0.072
H 8.313 -7.709 0.789 0.098
H 8.609 -6.071 1.483 0.104
C -4.904 7.716 -3.830 0.043
N -5.681 7.724 -5.099 -0.412
O -5.126 7.268 -6.106 0.027
O -6.827 8.186 -5.049 0.061
H -3.920 7.284 -4.021 0.098
H -4.812 8.751 -3.494 0.103
H -5.458 7.112 -3.109 0.103
C -5.424 -0.861 4.280 0.033
N -6.201 -0.854 3.011 -0.417
O -5.645 -1.309 2.005 0.036
O -7.346 -0.391 3.062 0.053
H -4.439 -1.294 4.089 0.062
H -5.332 0.173 4.616 0.099
H -5.977 -1.466 5.002 0.093
C -4.186 3.941 6.619 0.038
N -3.728 4.199 5.227 -0.424
O -4.470 3.829 4.309 0.049
O -2.637 4.766 5.094 0.038
H -5.155 3.439 6.585 0.095
H -3.439 3.304 7.098 0.100
H -4.268 4.906 7.123 0.104
C 6.371 0.250 5.744 0.041
N 5.603 -0.991 6.031 -0.427
O 6.155 -2.069 5.781 0.054
O 4.468 -0.849 6.500 0.042
H 7.347 -0.024 5.339 0.103
H 5.800 0.830 5.017 0.079
H 6.483 0.793 6.685 0.105

***

No. 3
108
Properties=species:S:1:pos:R:3:lowdin_spin:R:1 method="wB97M-V/def2-TZVPD" lumo_ev="-2.88 / -2.95" orbital_gap_ev="7.3 / 7.3" energy_ha=-3047.08559 de_lowest_kcal_mol=2.5 total_charge=+1 multiplicity=2
Re 0.308 -0.056 0.244 0.823
C -0.793 -1.423 5.825 0.000
C -0.237 -2.236 4.667 0.000
N -1.223 -2.441 3.602 -0.001
C -2.104 -3.607 3.767 0.000
C -1.606 -4.830 3.019 0.000
C -1.359 -1.629 2.559 0.013
S -0.486 -0.113 2.590 0.057
N -2.257 -1.994 1.642 0.001
C -2.397 -1.492 0.438 0.001
O -1.583 -0.741 -0.204 0.010
C -3.636 -1.846 -0.303 0.000
C -4.687 -2.496 0.340 0.000
C -5.840 -2.810 -0.359 0.000
C -5.947 -2.485 -1.705 0.000
C -4.901 -1.843 -2.352 0.000
C -3.749 -1.520 -1.653 0.000
H -0.047 -1.343 6.616 0.000
H -1.682 -1.893 6.247 0.000
H -1.056 -0.417 5.498 0.000
H 0.061 -3.230 5.003 0.000
H 0.640 -1.754 4.240 0.000
H -3.098 -3.330 3.425 0.000
H -2.155 -3.801 4.838 0.000
H -1.622 -4.642 1.947 0.000
H -2.250 -5.683 3.230 0.000
H -0.590 -5.091 3.319 0.000
H -4.589 -2.749 1.386 0.000
H -6.656 -3.310 0.145 0.000
H -6.848 -2.735 -2.250 0.000
H -4.982 -1.596 -3.402 0.000
H -2.927 -1.023 -2.150 0.000
C -1.830 3.988 0.489 0.001
C -2.205 3.459 -0.906 0.000
C -1.985 1.968 -0.783 0.003
O -0.804 1.879 0.061 0.042
C -0.980 2.873 1.105 0.008
H -2.713 4.170 1.100 0.000
H -1.280 4.924 0.419 0.000
H -1.542 3.874 -1.666 0.000
H -3.232 3.692 -1.181 0.000
H -1.760 1.453 -1.712 0.001
H -2.815 1.466 -0.282 0.000
H 0.015 3.186 1.411 0.000
H -1.484 2.390 1.943 0.001
C 2.398 -2.838 1.419 0.016
C 2.187 -3.572 0.092 0.001
C 0.734 -4.020 -0.077 0.004
C 2.683 -2.863 -1.156 -0.005
C 3.683 -3.482 -1.895 0.001
C 4.113 -2.966 -3.107 -0.006
C 3.502 -1.840 -3.630 0.001
C 2.492 -1.180 -2.941 -0.005
C 1.847 0.026 -3.603 0.000
C 0.321 -0.049 -3.695 0.006
C 2.311 1.341 -2.976 0.004
C 2.131 -1.672 -1.672 0.012
N 1.249 -0.932 -0.898 -0.016
H 2.282 -3.543 2.245 0.001
H 1.667 -2.041 1.569 0.012
H 3.400 -2.408 1.490 0.000
H 2.793 -4.480 0.149 0.000
H 0.057 -3.165 -0.126 0.005
H 0.436 -4.642 0.767 0.000
H 0.608 -4.605 -0.989 0.000
H 4.125 -4.395 -1.515 0.000
H 4.902 -3.461 -3.658 0.000
H 3.801 -1.467 -4.602 0.000
H 2.218 0.013 -4.631 0.000
H -0.152 0.141 -2.732 0.006
H -0.008 -1.029 -4.044 0.000
H -0.038 0.700 -4.404 0.000
H 2.017 1.395 -1.925 0.005
H 1.866 2.192 -3.498 0.000
H 3.397 1.435 -3.038 0.000
C 7.161 -0.062 -0.368 0.000
Si 5.892 0.042 0.997 0.000
C 6.281 1.443 2.175 0.000
C 5.807 -1.565 1.944 0.000
C 4.228 0.331 0.140 0.004
Te 2.625 0.788 1.459 0.000
C 2.900 2.910 1.524 -0.004
Si 3.096 4.070 0.035 0.000
C 4.570 3.654 -1.040 0.000
C 3.389 5.749 0.805 0.000
C 1.539 4.122 -1.000 0.000
H 8.160 -0.239 0.035 0.000
H 7.196 0.863 -0.949 0.000
H 6.928 -0.879 -1.054 0.000
H 7.227 1.248 2.685 0.000
H 5.517 1.548 2.949 0.000
H 6.380 2.398 1.656 0.000
H 6.771 -1.772 2.414 0.000
H 5.578 -2.404 1.282 0.000
H 5.055 -1.537 2.736 0.000
H 3.935 -0.581 -0.387 0.000
H 4.279 1.127 -0.598 0.000
H 3.776 3.039 2.163 -0.001
H 2.053 3.255 2.124 0.000
H 5.466 3.459 -0.449 0.000
H 4.780 4.522 -1.671 0.000
H 4.402 2.809 -1.708 0.000
H 4.319 5.769 1.378 0.000
H 2.576 6.033 1.477 0.000
H 3.462 6.517 0.032 0.000
H 1.082 3.140 -1.141 0.000
H 1.768 4.531 -1.987 0.000
H 0.803 4.783 -0.539 0.000